No. 1
Here is a cluster of 2 separate species, H3O3P in total from the Open Molecules 2025 dataset. Energies are from ωB97M-V with the def2-TZVPD basis set.

For the energy relative to the best compared isomer or geometry (same formula, charge and spin), the calculation gives 51.7 kJ/mol. The calculation puts the LUMO energy at -0.12 eV. The calculation puts the gap between HOMO and LUMO at 10.7 eV. The structure (SMILES) is O=PO.O. The total charge is 0.

Element x y z (Å)
O (1.1323, -1.3008, 1.1065)
O (-0.4157, -0.0869, -0.9376)
O (1.8283, 0.8955, 0.1260)
P (2.2984, -0.4780, 0.7876)
H (0.2170, -0.7201, -0.5679)
H (-1.1796, -0.2272, -0.3175)
H (0.8560, 0.8320, -0.2333)

Just the Mulliken charges please, in e? Sure, here they are:
1 O -0.50
2 O -0.71
3 O -0.44
4 P 0.46
5 H 0.35
6 H 0.36
7 H 0.48

=====

No. 2
Here is a structure of composition H3O3P3 from the Open Molecules 2025 dataset. Energies are from ωB97M-V with the def2-TZVPD basis set.

For the energy relative to the best compared isomer or geometry (same formula, charge and spin), the calculation gives 72.4 kJ/mol. The calculation puts the LUMO energy at 7.53 eV. The calculation puts the gap between HOMO and LUMO at 7.4 eV. The total charge is -2.

Element x y z (Å)
O (-1.3131, -1.8213, -0.3923)
O (-0.8939, 0.7596, -1.2064)
O (-2.6347, 0.3258, 0.5866)
P (1.1908, 1.0415, -0.3303)
P (0.3767, 0.1285, 1.4549)
P (-1.3784, -0.1441, -0.0645)
H (1.5416, -0.1971, -1.1936)
H (2.6069, 1.0519, 0.1721)
H (0.5040, -1.1447, 0.9735)

Just the Mulliken charges please, in e? Sure, here they are:
1 O -0.85
2 O -0.63
3 O -0.71
4 P -0.26
5 P -0.25
6 P 0.64
7 H 0.01
8 H 0.04
9 H 0.03

=====

No. 3
Here is a cluster of 2 separate species, H3O4PSi in total from the Open Molecules 2025 dataset. Energies are from ωB97M-V with the def2-TZVPD basis set.

For the energy relative to the best compared isomer or geometry (same formula, charge and spin), the calculation gives 210.4 kJ/mol. The calculation puts the LUMO energy at 6.87 eV. The calculation puts the gap between HOMO and LUMO at 7.4 eV. The total charge is -2.

Element x y z (Å)
O (0.4814, -0.1665, -2.7799)
O (-0.0871, -2.2867, -1.3688)
O (1.8537, -0.7071, -0.7338)
O (-1.9769, 1.0686, 1.9130)
Si (-0.1009, 0.2346, 0.3978)
P (0.4694, -0.8607, -1.4620)
H (-1.3649, 1.8129, 2.0563)
H (0.2249, -0.7597, 1.4198)
H (0.5003, 1.6647, 0.5576)

Just the Mulliken charges please, in e? Sure, here they are:
1 O -0.71
2 O -0.73
3 O -0.69
4 O -0.94
5 Si 0.43
6 P 0.67
7 H 0.19
8 H -0.09
9 H -0.14

=====

No. 4
Here is a cluster of 2 separate species, H3O4PSi in total from the Open Molecules 2025 dataset. Energies are from ωB97M-V with the def2-TZVPD basis set.

For the energy relative to the best compared isomer or geometry (same formula, charge and spin), the calculation gives 223.4 kJ/mol. The calculation puts the LUMO energy (alpha / beta) at 6.52 / 6.52 eV. The calculation puts the gap between HOMO and LUMO (alpha / beta) at 5.8 / 5.8 eV. The total charge is -2.

Element x y z (Å)
O (1.4822, -1.0861, 1.5290)
O (1.8738, -0.9943, -0.9854)
O (-0.5254, -1.4811, -0.1006)
O (1.0504, 2.8035, 0.2029)
Si (0.3615, 1.4787, -0.1056)
P (0.9282, -0.7141, 0.1592)
H (-1.4146, -0.9755, -0.0445)
H (-0.8048, 1.4126, -1.2552)
H (-2.9513, -0.4436, 0.6002)

Just the Mulliken charges please, in e? Sure, here they are:
1 O -0.73
2 O -0.72
3 O -0.77
4 O -0.62
5 Si 0.23
6 P 0.67
7 H -0.31
8 H -0.03
9 H 0.27

=====

Question: Among the records above, which one has the highest energy relative to the best compared isomer or geometry (same formula, charge and spin)?
Answer: number 4